The following is a quantum chemistry calculation of C34H39N5NiO as an isolated structure in a non-equilibrium geometry, from the OMol25 dataset.

Structure (ORCA input):
```
! RIJCOSX wB97M-V def2-TZVPD def2/J DEFGRID3
* xyz -2 3
Ni -0.08512 1.04919 -0.95047
N 2.26483 2.32654 3.27494
N 1.96159 1.01283 0.72271
C -0.70503 1.09806 -3.02283
C 0.29289 2.09076 -2.73272
C -0.26551 2.99267 -1.77590
C 0.28497 4.33129 -1.42088
H 1.38065 4.33509 -1.45430
H -0.04007 4.64651 -0.42248
H -0.06422 5.09716 -2.13189
C -1.53319 2.47353 -1.35779
C -2.47358 3.12760 -0.40743
H -2.98367 3.98921 -0.86196
H -1.93817 3.48193 0.48218
H -3.23818 2.41642 -0.07556
C -1.82629 1.33655 -2.17916
C -3.16137 0.69149 -2.29526
H -3.64732 0.60505 -1.31684
H -3.08526 -0.30772 -2.73682
H -3.82948 1.28415 -2.93844
C 1.57958 2.29064 -3.45401
H 1.44137 2.88415 -4.37005
H 2.02808 1.33374 -3.74224
H 2.29886 2.82184 -2.81908
C -0.66026 0.07491 -4.09963
H -0.75100 -0.93789 -3.68030
H 0.27655 0.13005 -4.66360
H -1.49022 0.20478 -4.80869
C 2.15080 2.69063 4.54041
H 2.89527 2.29446 5.24023
C 1.13647 3.55219 4.99611
H 1.10887 3.82255 6.04749
C 0.20421 4.03197 4.07166
H -0.59017 4.71520 4.37424
C 0.29568 3.61435 2.74919
H -0.40788 3.93506 1.97925
C 1.31365 2.68543 2.36422
C 1.27547 2.16348 1.02080
H 1.10673 2.86695 0.20075
C 1.48709 0.19476 -0.27890
C 2.94318 0.32255 1.47344
H 3.42327 0.78315 2.31354
C 2.94358 -0.93737 1.02726
H 3.51272 -1.78459 1.36003
N 1.99086 -1.03205 0.00515
C 1.49961 -2.27675 -0.49213
C 1.36046 -2.44319 -1.87445
C 0.70115 -3.58493 -2.34334
H 0.57517 -3.72657 -3.41966
C 0.23120 -4.56016 -1.45842
C -0.51282 -5.76282 -1.95998
H -1.60270 -5.62224 -1.90668
H -0.26770 -6.64319 -1.35438
H -0.25504 -5.96940 -3.00380
C 0.45272 -4.39909 -0.09062
H 0.11758 -5.17302 0.60483
C 1.08374 -3.25742 0.42074
C 1.20606 -3.07582 1.89915
H 2.24487 -3.17275 2.24465
H 0.61709 -3.85154 2.40603
H 0.81133 -2.10745 2.24467
C 1.97053 -1.45986 -2.81442
H 3.07066 -1.53461 -2.83917
H 1.72304 -0.42732 -2.52137
H 1.60135 -1.63218 -3.83118
N -1.82953 -1.59211 4.72227
C -1.11515 -0.89459 3.78767
O -0.08325 -0.27211 4.05901
C -1.59075 -1.03145 2.38142
C -2.27462 -2.15313 1.88332
C -2.34241 -2.32738 0.50514
C -1.70955 -1.41043 -0.33610
N -1.08002 -0.32151 0.15035
C -1.11173 -0.07236 1.48126
H -1.60259 -1.40385 5.68739
H -2.76799 -1.90896 4.52617
H -2.71069 -2.88246 2.56566
H -2.84097 -3.18326 0.05377
H -1.69783 -1.55334 -1.42248
H -0.69244 0.88803 1.79830
*
```

Values from the calculation:
LUMO energy (spin up / spin down)   0.169 / 0.169 hartree
Highest occupied orbital energy (spin up / spin down)   1.67 / 0.91 eV
F_max   0.081 hartree/bohr

***

The following is a quantum chemistry calculation of C26H32NO6Sn as an isolated structure in a non-equilibrium geometry, from the OMol25 dataset.

Structure (ORCA input):
```
! RIJCOSX wB97M-V def2-TZVPD def2/J DEFGRID3
* xyz 1 1
O 1.30523 1.46781 -5.40311
C 2.74451 1.43157 -5.64968
C 2.64745 2.04480 -7.03966
H 3.11634 0.39865 -5.67109
H 3.29347 2.04698 -4.92226
C 1.13015 2.06042 -6.73512
H 2.91055 1.35425 -7.84520
H 3.12021 3.02782 -7.12062
C 0.33389 1.12562 -7.63146
H 0.80006 0.12688 -7.68243
H 0.29419 1.53336 -8.65566
H -0.69627 1.03583 -7.24542
C 0.53288 3.45670 -6.67718
H 1.12621 4.11822 -6.02105
H -0.50859 3.38828 -6.31782
H 0.52276 3.90924 -7.68604
Sn -0.93495 0.00506 1.74820
C -1.35118 2.44207 3.12074
C -0.27675 1.54834 3.42702
C 0.66995 1.61386 2.30911
H -0.08096 1.06973 4.38488
C 0.15614 2.59182 1.38988
C -1.07818 3.07182 1.88527
H -1.69455 3.84711 1.42593
H -2.19582 2.64703 3.79351
H 1.65827 1.15570 2.30747
H 0.69460 2.94651 0.49879
C -3.22088 -0.82626 1.91115
C -3.70751 0.22182 1.06155
C -3.15694 0.03788 -0.23196
H -4.45067 0.96513 1.34339
C -2.32432 -1.11459 -0.22586
C -2.36951 -1.69204 1.09704
H -2.04165 -2.68508 1.39994
H -3.57072 -1.08491 2.90683
H -3.41749 0.62033 -1.11504
H -1.84895 -1.57299 -1.09187
O 0.36492 -0.00910 -0.97841
C -0.09055 1.00949 -1.88501
C 1.12048 1.52574 -2.62414
H -0.60233 1.79295 -1.31364
H -0.84936 0.55694 -2.53782
C 2.13507 0.36196 -2.49935
H 1.52793 2.41590 -2.13203
H 0.86303 1.80233 -3.64123
C 1.79435 -0.16566 -1.12198
H 3.18215 0.63283 -2.63747
H 1.88730 -0.40102 -3.24633
H 2.32317 0.40555 -0.34213
H 1.97547 -1.22589 -0.94747
O -1.74468 -0.90341 4.37594
C -0.75030 -1.65436 4.16887
O 0.00980 -1.54834 3.10917
C -0.43909 -2.70857 5.20623
C 0.86062 -2.91518 5.71383
C 1.08194 -3.79157 6.77702
C 0.00968 -4.49615 7.35788
C -1.27978 -4.36900 6.79707
C -1.50147 -3.44741 5.77133
N 0.21373 -5.30414 8.51913
O 1.35937 -5.36676 9.01674
O -0.76650 -5.92074 9.00785
H 1.69947 -2.36650 5.29009
H 2.08963 -3.95481 7.16599
H -2.09104 -4.98187 7.18176
H -2.51398 -3.30795 5.40592
*
```

Values from the calculation:
LUMO energy   -0.239 hartree
Highest occupied orbital energy   -11.93 eV
F_max   0.073 hartree/bohr

***

The following is a quantum chemistry calculation of CEuNO4S2 as an isolated structure in a non-equilibrium geometry, from the OMol25 dataset.

Structure (ORCA input):
```
! RIJCOSX wB97M-V def2-TZVPD def2/J DEFGRID3
* xyz -1 8
O 1.23151 -1.28345 -2.32641
C 1.68963 -2.05151 -1.50233
O 2.52790 -2.84156 -1.26864
Eu -0.82451 -0.05266 -1.70843
N -2.60800 0.01686 0.35123
S -1.98443 1.63492 -0.03694
S -1.61411 -0.88061 1.29131
O -0.15539 -1.31789 -0.01770
O -2.31437 -2.21659 1.38786
*
```

Values from the calculation:
LUMO energy (spin up / spin down)   0.077 / 0.075 hartree
Highest occupied orbital energy (spin up / spin down)   -2.96 / -3.07 eV
F_max   0.063 hartree/bohr

***

The following is a quantum chemistry calculation of C5H12Cl3N2P as an isolated structure in a non-equilibrium geometry, from the OMol25 dataset.

Structure (ORCA input):
```
! RIJCOSX wB97M-V def2-TZVPD def2/J DEFGRID3
* xyz 0 1
C 2.86655 -0.28786 -0.16788
C -0.26773 -1.28653 1.41258
C 0.45370 0.60282 2.64968
C -0.86169 0.84835 -1.42835
C 0.79041 -0.48459 -2.53994
N 0.68437 -0.20188 1.48845
N 0.38205 0.08800 -1.21761
P 1.34412 0.46214 0.05262
Cl 3.73724 0.65601 -1.36595
Cl 3.75072 -0.80733 1.21915
Cl -0.00501 3.29178 0.71531
H -0.47321 -1.93157 2.42860
H -1.23522 -0.88403 1.09866
H -0.00575 -1.95830 0.53206
H 1.09368 1.39958 2.68874
H -0.58717 0.83407 2.89123
H 0.80289 0.00801 3.45505
H -1.48392 0.15083 -1.83105
H -1.07561 1.14387 -0.43598
H -0.68725 1.63133 -2.07857
H 0.84793 0.32333 -3.19751
H 1.76891 -0.97756 -2.44581
H -0.20746 -1.12331 -2.90122
*
```

Values from the calculation:
LUMO energy (spin up / spin down)   -0.082 / -0.076 hartree
Highest occupied orbital energy (spin up / spin down)   -8.40 / -8.60 eV
F_max   0.069 hartree/bohr

***

The following is a quantum chemistry calculation of a 3-piece molecular cluster, C4H15NO2 overall in a non-equilibrium geometry, from the OMol25 dataset.

Structure (ORCA input):
```
! RIJCOSX wB97M-V def2-TZVPD def2/J DEFGRID3
* xyz 1 2
C 0.64407 0.73539 1.31587
C -0.66753 0.96230 0.69928
N -0.68532 0.22411 -0.53231
C -2.07272 -0.21926 -0.82918
C -0.19216 1.18380 -1.54145
H 1.07937 -0.26098 1.40279
H 1.38033 1.36427 0.70545
H 0.81151 1.12050 2.33584
H -0.97430 1.99731 0.58627
H -1.36038 0.48862 1.39358
H -2.70457 0.51634 -1.01989
H -2.65509 -1.06629 -0.16907
H -2.13693 -0.78626 -1.82039
H 0.38590 2.16159 -0.97023
H 0.46994 0.77054 -2.34909
H -0.98842 1.82363 -1.97861
H -3.29723 -2.44213 3.20823
H -2.58739 -2.14909 2.04351
O -3.35021 -1.82602 2.50265
H 5.73759 -1.33264 -1.19841
H 6.93315 -1.93200 -1.78087
O 6.23039 -1.33374 -2.00397
*
```

Values from the calculation:
LUMO energy (spin up / spin down)   -0.106 / -0.307 hartree
Highest occupied orbital energy (spin up / spin down)   -13.57 / -13.57 eV
F_max   0.168 hartree/bohr

***

The following is a quantum chemistry calculation of one molecule with the formula C4H7N3, from the OMol25 dataset.

Structure (ORCA input):
```
! RIJCOSX wB97M-V def2-TZVPD def2/J DEFGRID3
* xyz 0 1
N 1.50294 1.00926 1.76292
C 0.65719 0.32844 0.85713
C 0.56120 0.40479 -0.50824
C -0.61358 -0.29596 -0.90094
N -1.07554 -0.25934 -2.23018
C -1.16219 -0.83945 0.23757
N -0.37653 -0.43672 1.31085
H 2.35544 0.49968 1.96895
H 1.77436 1.89224 1.34514
H 1.23843 0.91780 -1.17615
H -1.88524 -0.82280 -2.44021
H -0.33791 -0.41023 -2.90601
H -2.02053 -1.47673 0.39282
H -0.61806 -0.51097 2.28634
*
```

Values from the calculation:
LUMO energy   0.041 hartree
Highest occupied orbital energy   -7.34 eV
SMILES   Nc1c[nH]c(N)c1
F_max   0.004 hartree/bohr